1.
{"formula": "C3H13NO3", "method": "wB97M-V/def2-TZVPD", "multiplicity": 1, "orbital_gap_ha": 0.388, "lumo_ev": 0.53, "species": ["O", "O", "O", "N", "C", "C", "C", "H", "H", "H", "H", "H", "H", "H", "H", "H", "H", "H", "H", "H"], "positions_angstrom": [[0.495, -2.075, -0.081], [-0.542, -3.045, 2.695], [1.601, 4.389, 0.341], [0.848, 0.185, -1.523], [-0.625, -0.056, -1.170], [-0.693, -1.158, -0.066], [-1.422, 1.257, -0.802], [0.990, 0.519, -2.499], [-2.392, 0.966, -0.419], [0.270, -3.139, 3.243], [-0.998, -0.392, -2.222], [0.862, -1.593, -0.880], [-0.814, 1.788, -0.076], [-1.551, 1.870, -1.671], [2.313, 3.884, 0.663], [-0.575, -2.427, 1.897], [-1.510, -1.801, -0.177], [-0.784, -0.650, 0.898], [1.121, 0.656, -0.692], [1.146, 4.609, 1.173]], "atomic_forces_ev_per_a": [[-1.5, 2.7, -1.4], [-0.7, 0.4, -0.5], [-1.6, 0.9, 0.3], [-2.5, -1.4, 0.0], [0.2, 0.1, -3.2], [1.9, 0.1, 0.0], [1.3, -1.9, 0.0], [0.0, 0.3, 1.9], [-0.2, 0.2, 0.3], [-0.6, 0.9, -1.5], [0.0, 0.0, 2.1], [0.9, -1.0, 0.8], [-0.3, 0.2, 0.3], [0.0, 0.3, -0.5], [1.6, -1.1, 0.3], [1.4, -1.4, 2.1], [-1.6, -0.6, -0.3], [0.3, 0.0, 0.2], [1.6, 1.2, -0.3], [0.0, 0.1, -0.6]], "nbo_charge": [-0.747, -0.991, -0.927, -0.885, -0.062, -0.126, -0.621, 0.399, 0.214, 0.490, 0.187, 0.493, 0.205, 0.217, 0.462, 0.501, 0.193, 0.161, 0.372, 0.466]}

***

2.
{"formula": "C3H13NO3", "method": "wB97M-V/def2-TZVPD", "multiplicity": 1, "orbital_gap_ha": 0.391, "lumo_ev": 0.68, "species": ["O", "O", "O", "N", "C", "C", "C", "H", "H", "H", "H", "H", "H", "H", "H", "H", "H", "H", "H", "H"], "positions_angstrom": [[1.682, 2.213, -2.211], [-0.834, 1.546, -0.630], [1.179, -0.898, -3.745], [-1.733, 0.119, 1.666], [-1.070, -1.235, 1.613], [0.389, -1.067, 1.994], [1.391, -0.975, 1.127], [2.279, 2.097, -1.451], [-1.507, -1.850, 2.404], [0.432, -1.003, 3.073], [-1.766, 1.725, -0.778], [0.787, 2.440, -1.883], [-0.796, 1.204, 0.291], [2.422, -1.263, 1.311], [-1.286, 0.662, 2.398], [0.399, -1.142, -4.264], [-1.367, -1.579, 0.623], [1.009, 0.029, -3.530], [-2.712, 0.027, 1.909], [1.101, -1.049, 0.084]], "atomic_forces_ev_per_a": [[-0.2, 0.1, 0.0], [0.4, 0.2, 0.2], [-0.5, 0.1, -0.2], [0.5, -0.2, 0.5], [-0.7, 1.7, 0.4], [-0.8, 0.0, -0.5], [-0.5, -1.6, -0.4], [-0.7, 0.1, -0.3], [0.0, -0.4, -0.3], [0.8, -0.2, 0.2], [0.0, -0.1, 0.1], [0.8, -0.4, 0.3], [-0.4, 0.0, -0.7], [0.1, 1.0, 0.5], [-0.2, 0.0, 0.2], [0.3, -0.1, 0.1], [0.8, -0.6, 0.0], [0.3, 0.0, 0.2], [0.0, 0.1, 0.0], [0.1, 0.1, -0.1]], "nbo_charge": [-0.974, -0.987, -0.945, -0.858, -0.259, -0.198, -0.383, 0.474, 0.182, 0.192, 0.469, 0.499, 0.499, 0.212, 0.356, 0.460, 0.207, 0.485, 0.365, 0.206]}

***

3.
{"formula": "C3H13NO3", "method": "wB97M-V/def2-TZVPD", "multiplicity": 2, "orbital_gap_ha": [0.414, 0.200], "total_charge": 1, "lumo_ev": [-3.13, -8.93], "species": ["O", "O", "O", "N", "C", "C", "C", "H", "H", "H", "H", "H", "H", "H", "H", "H", "H", "H", "H", "H"], "positions_angstrom": [[-2.703, -1.206, 0.958], [0.308, 1.098, -2.340], [-0.869, -2.389, -0.843], [1.208, 1.682, -0.076], [0.428, 2.000, -1.243], [1.402, -0.469, 1.171], [0.520, 0.751, 0.864], [-2.999, -2.067, 0.642], [0.275, 1.294, 1.797], [1.183, 0.801, -2.636], [0.790, 2.940, -1.699], [2.046, 1.154, -0.340], [-0.654, 2.123, -0.983], [2.021, -0.776, 0.278], [-1.537, -3.056, -0.617], [0.754, -1.239, 1.589], [2.270, -0.249, 1.779], [-1.236, -1.523, -0.668], [-2.769, -1.307, 1.914], [-0.438, 0.439, 0.454]], "atomic_forces_ev_per_a": [[0.0, -0.1, 0.2], [1.3, -0.7, 1.5], [0.4, -0.6, -0.2], [-1.5, -4.2, -0.9], [-2.4, 2.4, -2.0], [1.3, 0.6, -1.1], [0.9, 0.5, 1.1], [-0.1, 0.1, -0.1], [0.1, -0.1, -0.2], [-0.2, 0.0, -0.4], [0.1, 0.0, 0.7], [0.9, 1.1, 0.2], [1.2, 0.3, 0.3], [-1.5, -0.4, 0.2], [0.4, 0.5, -0.2], [0.4, -0.2, -0.2], [-0.4, 0.3, 1.1], [-0.5, -0.1, 0.1], [0.0, 0.2, 0.1], [-0.2, 0.3, -0.4]], "mulliken_spin": [0.001, 0.095, 0.000, 0.759, -0.013, 0.031, 0.030, 0.000, 0.059, -0.005, 0.024, -0.013, 0.002, -0.003, 0.000, 0.011, -0.001, 0.001, 0.000, 0.024]}

***

4.
{"formula": "C3H13NO3S", "method": "wB97M-V/def2-TZVPD", "multiplicity": 1, "orbital_gap_ha": 0.334, "lumo_ev": 0.27, "species": ["S", "O", "O", "O", "N", "C", "C", "C", "H", "H", "H", "H", "H", "H", "H", "H", "H", "H", "H", "H", "H"], "positions_angstrom": [[-2.780, 0.976, 0.306], [2.564, 1.144, -0.199], [-0.540, -2.990, 1.567], [0.333, 1.725, -2.389], [0.949, -0.416, 0.997], [-0.484, -0.453, 0.984], [-0.885, -1.951, 0.694], [-0.902, 0.583, -0.054], [2.083, 0.435, -0.519], [-0.493, -2.394, -0.319], [1.255, 0.446, 1.112], [-0.538, 1.686, -0.106], [1.454, -1.049, 1.593], [-1.984, -2.102, 0.633], [0.739, 2.273, -3.105], [-0.838, 0.050, -1.080], [0.899, 2.214, -1.795], [3.046, 1.591, -0.949], [0.103, -3.436, 1.236], [-3.064, 1.843, -0.633], [-0.917, -0.175, 2.025]], "atomic_forces_ev_per_a": [[1.1, -1.3, 0.7], [2.9, 3.9, -0.4], [-5.4, 4.6, 4.8], [1.3, 1.6, -1.6], [-0.9, -4.4, -1.0], [0.1, -0.8, 2.3], [-1.6, -0.9, -3.1], [-2.6, 0.4, -2.0], [-1.5, -2.5, -1.3], [-0.5, 1.9, 1.2], [1.8, 4.7, 1.0], [0.3, -2.6, 0.6], [-0.4, -0.2, 0.3], [0.4, 1.0, -0.2], [-1.2, -1.1, -0.7], [0.0, 1.3, 1.6], [0.0, -0.4, 2.0], [-0.8, -1.0, 1.2], [6.5, -4.3, -3.1], [0.2, 0.5, -0.8], [0.3, -0.4, -1.5]], "nbo_charge": [-0.123, -0.966, -0.702, -0.920, -0.854, -0.114, -0.065, -0.469, 0.491, 0.158, 0.369, 0.252, 0.374, 0.187, 0.461, 0.238, 0.461, 0.470, 0.453, 0.121, 0.177]}

***

5.
{"formula": "C3H13NO4", "method": "wB97M-V/def2-TZVPD", "multiplicity": 2, "orbital_gap_ha": [0.104, 0.341], "total_charge": -1, "lumo_ev": [3.37, 3.25], "species": ["O", "O", "O", "O", "N", "C", "C", "C", "H", "H", "H", "H", "H", "H", "H", "H", "H", "H", "H", "H", "H"], "positions_angstrom": [[4.007, -0.568, -0.690], [-3.517, -1.199, 1.576], [1.526, 3.740, 0.066], [-2.808, 1.269, 0.035], [0.135, -0.070, -0.508], [0.450, -1.433, 0.053], [2.772, -0.493, -0.598], [1.918, -1.667, -0.443], [1.418, 3.784, -0.872], [2.487, -2.163, 0.385], [2.054, 0.389, -0.528], [-0.240, -2.181, -0.170], [0.360, -1.210, 1.141], [-0.585, 0.454, -0.242], [0.762, 3.226, 0.349], [0.007, -0.161, -1.521], [-2.933, -1.875, 1.747], [-3.223, 2.052, 0.379], [-3.000, -0.378, 1.577], [-3.526, 0.708, -0.377], [1.936, -2.224, -1.360]], "atomic_forces_ev_per_a": [[-2.4, 0.5, 0.0], [-2.1, 2.3, -0.4], [0.1, 0.0, 0.9], [0.3, -1.9, -0.8], [3.3, -3.4, -3.0], [1.3, 4.4, 0.7], [1.2, 1.5, 0.1], [-0.5, -1.9, 2.4], [-0.1, 0.1, -1.0], [-0.5, -0.6, -0.9], [1.8, 0.2, -0.3], [-1.0, -1.4, -0.7], [0.5, -0.8, -0.5], [-4.1, 2.0, 2.2], [-0.1, -0.1, 0.1], [0.1, 0.1, 0.3], [2.2, -2.4, 0.6], [-0.7, 1.0, 0.4], [-0.1, 0.1, -0.2], [0.6, 0.8, 0.5], [0.1, -0.7, -0.4]], "mulliken_spin": [-0.021, 0.372, 0.234, 0.802, 0.565, 0.245, -0.027, -0.177, -0.027, -0.009, 0.106, 0.072, -0.024, -0.277, -0.077, -0.111, -0.084, -0.345, -0.135, -0.092, 0.009]}

***

6.
{"formula": "C3H13NO4", "method": "wB97M-V/def2-TZVPD", "multiplicity": 1, "orbital_gap_ha": 0.382, "lumo_ev": 0.33, "species": ["O", "O", "O", "O", "N", "C", "C", "C", "H", "H", "H", "H", "H", "H", "H", "H", "H", "H", "H", "H", "H"], "positions_angstrom": [[-1.933, 2.404, -0.398], [1.263, -1.917, -2.583], [2.565, -0.040, -0.659], [0.267, -1.914, 0.891], [-0.415, 0.544, -0.052], [-0.029, -0.912, 1.856], [-0.887, 0.194, 1.285], [-1.424, 1.150, -0.854], [2.337, -0.200, 0.268], [-0.511, -1.490, 2.624], [-1.682, 2.653, 0.491], [-1.120, 1.009, 1.977], [0.539, -1.346, -2.865], [0.009, -1.635, 0.004], [0.903, -0.500, 2.252], [-1.181, 1.282, -1.910], [-2.267, 0.492, -0.844], [3.256, 0.627, -0.658], [0.363, 1.196, 0.049], [-1.877, -0.260, 1.178], [1.825, -1.336, -2.052]], "atomic_forces_ev_per_a": [[0.0, 0.6, -0.6], [-0.1, 0.1, 0.0], [-0.1, 0.1, 0.2], [0.2, -0.1, 0.0], [0.3, 1.0, 0.4], [0.7, -0.4, -0.5], [-1.4, -1.0, -0.2], [-0.8, 0.3, 0.2], [0.1, -0.2, -0.3], [-0.4, 0.4, 0.8], [0.2, -0.4, 0.2], [0.7, 0.2, 0.1], [0.1, -0.1, 0.0], [0.2, 0.3, 0.0], [0.2, 0.0, 0.1], [0.6, 0.1, 0.2], [-0.6, -0.7, 0.0], [0.1, 0.0, 0.0], [0.1, -0.3, -0.3], [-0.1, 0.0, -0.4], [0.0, 0.0, 0.1]], "nbo_charge": [-0.749, -0.956, -0.956, -0.734, -0.640, -0.066, -0.270, 0.096, 0.484, 0.191, 0.470, 0.181, 0.460, 0.492, 0.139, 0.174, 0.154, 0.478, 0.362, 0.198, 0.492]}

***

In the order shown, the computed F_max values come out to 0.065, 0.037, 0.089, 0.166, 0.109, 0.033 hartree/bohr.